Record 1
{
  "formula": "C17H11F10N3O4PdS",
  "method": "ωB97M-V with the def2-TZVPD basis set",
  "multiplicity": 5,
  "lumo_ev": [-0.357, -2.720],
  "e_homo_ev": [-8.837, -9.013],
  "gap_ev": [8.48, 6.29],
  "charge": 0,
  "s2": 6.097,
  "molar_mass_g_mol": 649.759,
  "symbols": ["Pd", "C", "N", "C", "C", "N", "C", "C", "F", "C", "F", "C", "F", "C", "F", "C", "F", "C", "C", "N", "C", "C", "F", "C", "F", "C", "F", "C", "F", "C", "F", "H", "H", "H", "H", "H", "H", "H", "H", "H", "H", "H", "O", "S", "O", "O", "O"],
  "xyz": [[-1.356, 0.878, -0.440], [0.205, -0.734, 2.578], [-0.912, 0.016, 2.024], [-0.997, 1.363, 2.556], [0.128, 2.233, 1.967], [0.396, 1.921, 0.568], [1.592, 2.146, 0.002], [2.857, 2.351, 0.642], [2.996, 2.294, 1.962], [4.020, 2.549, -0.061], [5.165, 2.701, 0.593], [4.018, 2.579, -1.447], [5.137, 2.780, -2.108], [2.824, 2.390, -2.129], [2.809, 2.429, -3.453], [1.665, 2.175, -1.428], [0.563, 2.032, -2.130], [-2.157, -0.738, 2.003], [-2.025, -1.906, 1.014], [-1.291, -1.486, -0.164], [-0.675, -2.347, -0.982], [-0.244, -1.868, -2.258], [-0.504, -0.618, -2.591], [0.428, -2.636, -3.173], [0.786, -2.129, -4.344], [0.733, -3.957, -2.872], [1.383, -4.703, -3.739], [0.353, -4.481, -1.645], [0.662, -5.739, -1.349], [-0.334, -3.714, -0.737], [-0.633, -4.305, 0.415], [0.046, -0.976, 3.640], [1.125, -0.153, 2.496], [0.355, -1.667, 2.033], [-0.904, 1.381, 3.651], [-1.961, 1.777, 2.280], [1.011, 2.164, 2.584], [-0.200, 3.278, 1.996], [-2.946, -0.066, 1.673], [-2.420, -1.136, 2.992], [-3.025, -2.207, 0.683], [-1.581, -2.765, 1.503], [-3.402, 0.331, -1.241], [-3.505, 1.812, -0.998], [-4.765, 2.399, -1.313], [-3.103, 1.951, 0.467], [-2.320, 2.399, -1.719]]
}

Record 2
{
  "formula": "C32H83N5O13",
  "method": "ωB97M-V with the def2-TZVPD basis set",
  "multiplicity": 1,
  "smiles": "COCCNCCOC.COCCNCCOC.COCCNCCOC.COCCNCCOC.COCCNCCOC.OCCO.O",
  "lumo_ev": 0.576,
  "e_homo_ev": -8.484,
  "gap_ev": 9.06,
  "charge": 0,
  "de_lowest_kj_mol": 0.0,
  "molar_mass_g_mol": 746.038,
  "symbols": ["C", "O", "C", "C", "N", "C", "C", "O", "C", "H", "H", "H", "H", "H", "H", "H", "H", "H", "H", "H", "H", "H", "H", "H", "C", "O", "C", "C", "N", "C", "C", "O", "C", "H", "H", "H", "H", "H", "H", "H", "H", "H", "H", "H", "H", "H", "H", "H", "C", "O", "C", "C", "N", "C", "C", "O", "C", "H", "H", "H", "H", "H", "H", "H", "H", "H", "H", "H", "H", "H", "H", "H", "C", "O", "C", "C", "N", "C", "C", "O", "C", "H", "H", "H", "H", "H", "H", "H", "H", "H", "H", "H", "H", "H", "H", "H", "C", "O", "C", "C", "N", "C", "C", "O", "C", "H", "H", "H", "H", "H", "H", "H", "H", "H", "H", "H", "H", "H", "H", "H", "O", "C", "C", "O", "H", "H", "H", "H", "H", "H", "O", "H", "H"],
  "xyz": [[1.248, -0.705, 4.403], [2.358, -0.298, 3.581], [2.049, 0.793, 2.723], [3.304, 1.492, 2.544], [4.301, 0.544, 1.937], [5.491, 1.170, 1.461], [6.451, 0.031, 1.091], [7.760, 0.362, 0.684], [7.845, 1.499, -0.212], [0.566, -1.363, 3.829], [0.706, 0.148, 4.808], [1.645, -1.250, 5.240], [1.344, 1.497, 3.152], [1.769, 0.481, 1.709], [3.653, 1.961, 3.475], [3.277, 2.356, 1.873], [4.471, -0.221, 2.579], [6.024, 1.835, 2.182], [5.355, 1.752, 0.578], [5.962, -0.533, 0.318], [6.562, -0.693, 1.923], [8.828, 1.839, -0.233], [7.287, 2.341, 0.262], [7.454, 1.225, -1.169], [-0.846, -5.042, 5.226], [-0.765, -4.243, 4.135], [-0.947, -5.058, 2.946], [-1.272, -4.168, 1.718], [-0.128, -3.631, 1.007], [0.394, -4.541, 0.028], [1.633, -3.952, -0.505], [2.461, -3.737, 0.602], [3.431, -2.769, 0.471], [-1.705, -5.762, 5.083], [-1.150, -4.420, 6.110], [0.131, -5.528, 5.433], [-1.625, -5.894, 3.219], [0.057, -5.544, 2.759], [-1.792, -3.306, 2.130], [-1.944, -4.657, 0.998], [0.586, -3.325, 1.670], [-0.387, -4.555, -0.739], [0.516, -5.605, 0.334], [1.516, -3.009, -1.111], [2.206, -4.551, -1.198], [2.970, -1.841, 0.075], [4.164, -3.026, -0.313], [4.025, -2.675, 1.353], [5.407, 6.582, 0.509], [4.828, 5.319, 0.290], [3.624, 5.527, -0.446], [2.752, 4.331, -0.604], [3.144, 3.535, -1.808], [2.336, 2.366, -1.803], [2.228, 1.697, -3.120], [3.190, 0.744, -3.238], [2.763, -0.364, -4.074], [4.617, 7.309, 0.838], [5.802, 7.017, -0.395], [6.158, 6.475, 1.308], [3.821, 6.041, -1.414], [3.083, 6.143, 0.229], [1.696, 4.708, -0.694], [2.739, 3.676, 0.230], [4.165, 3.351, -1.900], [1.306, 2.703, -1.607], [2.542, 1.714, -0.967], [2.239, 2.433, -3.917], [1.207, 1.186, -3.171], [2.596, -0.067, -5.054], [1.783, -0.752, -3.736], [3.562, -1.091, -3.930], [-4.959, -4.553, -4.112], [-4.969, -3.383, -3.290], [-3.961, -2.398, -3.565], [-4.320, -1.140, -2.774], [-5.722, -0.847, -2.500], [-6.158, -1.445, -1.186], [-5.931, -0.654, 0.069], [-6.705, -1.297, 1.010], [-5.999, -1.949, 2.039], [-4.761, -4.194, -5.169], [-5.950, -4.994, -4.159], [-4.222, -5.231, -3.704], [-4.091, -2.047, -4.672], [-2.927, -2.815, -3.420], [-3.879, -0.331, -3.293], [-3.719, -1.098, -1.808], [-6.303, -1.220, -3.254], [-5.626, -2.366, -1.035], [-7.216, -1.656, -1.180], [-6.093, 0.401, -0.007], [-4.904, -0.768, 0.422], [-5.092, -1.352, 2.313], [-5.613, -2.951, 1.739], [-6.597, -2.156, 2.883], [-2.032, 3.362, -4.321], [-2.160, 3.695, -2.953], [-2.527, 2.503, -2.199], [-2.697, 2.889, -0.768], [-1.415, 3.512, -0.235], [-1.510, 4.100, 1.093], [-1.607, 3.150, 2.263], [-2.953, 2.619, 2.217], [-3.243, 1.684, 3.225], [-1.448, 4.100, -4.991], [-3.017, 3.307, -4.832], [-1.537, 2.430, -4.412], [-1.671, 1.894, -2.395], [-3.481, 2.083, -2.525], [-3.069, 2.052, -0.197], [-3.507, 3.673, -0.732], [-1.249, 4.239, -0.871], [-2.266, 4.835, 1.211], [-0.482, 4.573, 1.231], [-1.429, 3.745, 3.156], [-0.919, 2.286, 2.172], [-3.334, 2.250, 4.191], [-2.465, 0.874, 3.326], [-4.188, 1.223, 2.989], [-1.484, -1.961, -0.963], [-0.631, -0.862, -1.304], [-0.292, -0.184, 0.090], [0.388, 1.031, 0.001], [-1.111, -2.458, -0.265], [0.238, -1.216, -1.846], [-1.163, -0.148, -1.936], [0.416, -0.779, 0.655], [-1.221, -0.079, 0.609], [-0.278, 1.716, -0.117], [-3.104, -4.191, -0.931], [-2.692, -3.400, -1.315], [-3.969, -4.116, -1.363]]
}

Record 3
{
  "formula": "C26H18N4O2Pd",
  "method": "ωB97M-V with the def2-TZVPD basis set",
  "multiplicity": 1,
  "lumo_ev": -0.738,
  "e_homo_ev": -6.840,
  "gap_ev": 6.10,
  "charge": 0,
  "de_lowest_kj_mol": 61.6,
  "molar_mass_g_mol": 524.876,
  "symbols": ["Pd", "O", "C", "C", "C", "C", "C", "C", "C", "N", "N", "C", "O", "C", "C", "C", "C", "C", "C", "H", "H", "H", "H", "H", "H", "H", "H", "H", "H", "C", "C", "N", "C", "C", "C", "C", "C", "C", "C", "C", "C", "N", "C", "H", "H", "H", "H", "H", "H", "H", "H"],
  "xyz": [[0.217, -1.076, -0.134], [-1.380, -2.265, -0.108], [-2.083, -2.455, 0.960], [-3.376, -3.009, 0.799], [-4.202, -3.260, 1.862], [-3.765, -3.007, 3.165], [-2.509, -2.497, 3.369], [-1.643, -2.177, 2.304], [-0.387, -1.599, 2.638], [0.510, -1.199, 1.775], [1.642, -0.613, 2.195], [2.353, -0.089, 1.216], [1.995, -0.143, -0.018], [3.600, 0.620, 1.533], [4.021, 0.837, 2.844], [5.200, 1.518, 3.082], [5.968, 1.984, 2.025], [5.547, 1.779, 0.721], [4.371, 1.102, 0.475], [-3.685, -3.227, -0.211], [-5.193, -3.654, 1.693], [-4.412, -3.219, 4.003], [-2.156, -2.327, 4.377], [-0.149, -1.467, 3.693], [3.419, 0.470, 3.659], [5.526, 1.691, 4.097], [6.893, 2.506, 2.220], [6.139, 2.149, -0.103], [4.027, 0.932, -0.534], [0.465, -1.384, -4.420], [0.578, -1.606, -3.059], [0.016, -0.822, -2.142], [-0.711, 0.273, -2.546], [-0.895, 0.543, -3.934], [-0.288, -0.298, -4.865], [-1.690, 1.665, -4.306], [-2.267, 2.466, -3.376], [-2.091, 2.233, -1.982], [-2.670, 3.022, -0.989], [-2.430, 2.734, 0.354], [-1.608, 1.667, 0.672], [-1.052, 0.893, -0.249], [-1.280, 1.130, -1.577], [0.949, -2.045, -5.122], [1.142, -2.456, -2.680], [-0.401, -0.101, -5.921], [-1.825, 1.865, -5.359], [-2.873, 3.311, -3.674], [-3.305, 3.852, -1.261], [-2.870, 3.327, 1.139], [-1.383, 1.427, 1.705]]
}

Record 4
{
  "formula": "C3H2LiO2Tl",
  "method": "ωB97M-V with the def2-TZVPD basis set",
  "multiplicity": 2,
  "lumo_ev": [-4.626, -6.677],
  "e_homo_ev": [-13.114, -13.905],
  "gap_ev": [8.49, 7.23],
  "charge": 1,
  "s2": 0.775,
  "de_lowest_kj_mol": 263.0,
  "molar_mass_g_mol": 281.371,
  "symbols": ["C", "Li", "O", "C", "H", "H", "Tl", "O", "C"],
  "xyz": [[-0.124, -0.379, 0.337], [-1.566, 1.464, -0.743], [-0.479, 1.010, 0.845], [0.860, 0.706, 0.484], [1.563, 0.635, 1.321], [1.248, 1.229, -0.400], [-0.336, -2.526, 0.479], [-0.316, -1.630, -1.399], [-0.849, -0.508, -0.923]]
}

Record 5
{
  "formula": "C9H14N2O2PS",
  "method": "ωB97M-V with the def2-TZVPD basis set",
  "multiplicity": 1,
  "lumo_ev": [-5.650, -7.758],
  "e_homo_ev": [-12.787, -12.241],
  "gap_ev": [7.14, 4.48],
  "charge": 1,
  "de_lowest_kj_mol": 242.8,
  "molar_mass_g_mol": 245.264,
  "symbols": ["C", "C", "C", "C", "C", "C", "C", "C", "C", "N", "N", "O", "O", "P", "S", "H", "H", "H", "H", "H", "H", "H", "H", "H", "H", "H", "H", "H", "H"],
  "xyz": [[-2.581, 0.050, 0.614], [-3.649, 1.440, -0.986], [-1.540, 0.942, 0.674], [-3.623, 0.255, -0.276], [-1.661, 2.213, -0.146], [-0.253, 0.638, 1.396], [-4.742, -0.789, -0.302], [3.367, -0.631, -1.683], [3.503, -0.482, 0.745], [-2.743, 2.367, -0.815], [3.153, 0.093, -0.482], [-0.648, 2.944, -0.178], [0.916, 0.203, 0.784], [1.762, 1.025, -0.416], [2.418, 2.701, 0.758], [-2.557, -0.919, 1.159], [-4.434, 1.637, -1.687], [-0.095, 1.659, 1.804], [-0.331, -0.140, 2.212], [-5.741, -0.456, -0.400], [-4.495, -1.606, -1.073], [-4.649, -1.252, 0.666], [4.194, -0.258, -2.299], [3.517, -1.678, -1.382], [2.411, -0.791, -2.360], [3.270, 0.109, 1.673], [2.912, -1.369, 0.731], [4.530, -0.733, 0.696], [2.968, 3.327, -0.311]]
}

Record 6
{
  "formula": "C23H27MnN5O4S",
  "method": "ωB97M-V with the def2-TZVPD basis set",
  "multiplicity": 4,
  "lumo_ev": [0.147, 0.119],
  "e_homo_ev": [-7.986, -6.761],
  "gap_ev": [8.13, 6.88],
  "charge": 0,
  "s2": 3.859,
  "de_lowest_kj_mol": 156.4,
  "molar_mass_g_mol": 524.505,
  "symbols": ["Mn", "C", "C", "N", "O", "C", "C", "N", "O", "H", "H", "H", "H", "H", "H", "H", "O", "S", "O", "N", "C", "C", "C", "C", "C", "C", "C", "C", "N", "C", "C", "C", "C", "C", "C", "C", "H", "H", "H", "H", "H", "H", "H", "H", "H", "H", "H", "C", "C", "C", "C", "N", "H", "H", "H", "H", "H", "H", "H", "H", "H"],
  "xyz": [[1.205, 0.029, 0.517], [5.259, -1.663, 0.086], [3.938, -1.059, 0.430], [3.011, -0.771, -0.428], [3.320, -1.131, -1.745], [3.622, -0.709, 1.809], [4.575, -0.703, 2.956], [2.391, -0.294, 1.867], [1.714, 0.283, 2.783], [5.260, -2.098, -0.909], [5.520, -2.425, 0.820], [6.034, -0.895, 0.126], [2.607, -0.727, -2.255], [5.539, -0.276, 2.677], [4.756, -1.706, 3.350], [4.151, -0.097, 3.756], [-0.357, 3.231, 0.573], [0.222, 2.463, -0.497], [1.677, 2.266, -0.511], [-0.277, 0.966, -0.570], [-1.518, 0.406, -0.265], [-2.631, 0.440, -1.019], [-3.646, -0.601, -0.990], [-3.408, -1.910, -0.770], [-2.090, -2.484, -0.516], [-1.713, -3.718, -1.054], [-0.386, -4.105, -1.030], [0.556, -3.230, -0.499], [0.211, -2.088, 0.082], [-1.089, -1.767, 0.148], [-0.209, 3.305, -1.996], [-1.160, 4.310, -1.973], [-1.503, 4.945, -3.160], [-0.896, 4.575, -4.349], [0.061, 3.565, -4.362], [0.406, 2.927, -3.183], [-2.711, 1.188, -1.801], [-4.650, -0.324, -1.293], [-4.224, -2.613, -0.894], [-2.456, -4.340, -1.539], [-0.068, -5.042, -1.463], [1.618, -3.442, -0.546], [-1.612, 4.591, -1.032], [-2.244, 5.734, -3.150], [-1.164, 5.075, -5.271], [0.539, 3.282, -5.290], [1.156, 2.148, -3.169], [-3.459, -0.730, 2.187], [-1.960, -0.433, 2.143], [-1.224, -1.426, 3.041], [-1.714, 0.992, 2.627], [-1.343, -0.543, 0.792], [-3.798, -0.633, 3.221], [-3.684, -1.744, 1.855], [-4.029, -0.029, 1.578], [-1.628, -1.359, 4.052], [-0.159, -1.198, 3.081], [-1.365, -2.453, 2.698], [-2.136, 1.109, 3.626], [-2.192, 1.722, 1.972], [-0.649, 1.214, 2.673]]
}